(1)
The following is a DFT calculation (ωB97M-V/def2-TZVPD) of 2 unconnected molecules or ions with the total composition C2H6O2PS at a distorted geometry.

Gap between HOMO and LUMO, eV: 7.73
Energy relative to the best compared isomer or geometry (same formula, charge and spin), eV: 2.099
Electronic energy, Eh: -969.88482
Molecular weight, g mol⁻¹: 125.11
Max |F|, eV Å⁻¹: 3.73

Structure (ORCA input):
```
! RIJCOSX wB97M-V def2-TZVPD def2/J DEFGRID3
* xyz -1 1
C 1.57848 -1.17716 0.92386
C -2.33323 1.18727 -0.45277
O 0.44276 1.31709 -0.93274
O 2.39343 -0.03920 0.91449
P -0.90904 0.69042 -1.15638
S -1.08123 -0.83753 -2.40826
H 2.12188 -2.07588 0.98424
H 0.97393 -1.10752 0.02707
H 0.75930 -1.13066 1.79196
H -2.48032 1.97296 0.35673
H 1.77768 0.68400 0.47978
H -3.24365 0.51622 -0.52799
*
```



(2)
The following is a DFT calculation (ωB97M-V/def2-TZVPD) of 7 unconnected molecules or ions with the total composition C12H38BrN10O6 at a distorted geometry.

Gap between HOMO and LUMO, eV: 8.91
Energy relative to the best compared isomer or geometry (same formula, charge and spin), eV: 0.000
Electronic energy, Eh: -4053.32739
Molecular weight, g mol⁻¹: 498.40
Max |F|, eV Å⁻¹: 1.89

Structure (ORCA input):
```
! RIJCOSX wB97M-V def2-TZVPD def2/J DEFGRID3
* xyz -1 1
Br -0.65119 0.23889 0.11838
C -2.23318 3.03947 3.73062
C -1.51580 3.77946 2.61701
C -0.02176 3.49775 2.58535
O 0.57288 3.93898 3.77394
C 1.97636 3.84249 3.80626
N -2.12345 3.40052 1.31093
H -2.20626 1.95977 3.58507
H -3.27395 3.35576 3.83874
H -1.81594 3.31084 4.70499
H -1.67992 4.85506 2.72451
H 0.43572 4.02647 1.73010
H 0.10587 2.42782 2.35927
H 2.38367 4.41335 2.95622
H 2.30411 2.80177 3.75066
H 2.34172 4.31794 4.71339
H -2.19324 2.39225 1.22299
H -1.41280 3.69534 0.64648
C -0.04683 -0.61542 -4.15488
C 1.34664 -1.07598 -3.72009
C 2.32646 0.07102 -3.95835
O 3.61258 -0.40990 -3.63855
C 4.63290 0.54476 -3.78171
N 1.26976 -1.40935 -2.30343
H -0.08030 -0.35104 -5.21954
H -0.37108 0.30933 -3.66112
H -0.84749 -1.33966 -4.00215
H 1.53165 -1.95064 -4.34410
H 2.02980 0.91747 -3.32691
H 2.23387 0.43880 -4.99180
H 4.39705 1.54551 -3.38953
H 4.90354 0.70006 -4.83075
H 5.46220 0.20380 -3.16181
H 0.85962 -0.66812 -1.74036
H 2.20727 -1.56887 -1.94363
C 3.47512 0.23060 1.26124
O 4.54523 -0.06110 1.78618
N 3.04853 1.52954 1.13841
N 2.62361 -0.68355 0.73940
H 3.74740 2.21942 1.34072
H 2.19926 1.77737 0.66220
H 2.77673 -1.67065 0.79486
H 1.71280 -0.35176 0.44051
C -1.22041 -4.13554 -1.42446
O -1.82690 -5.19263 -1.24175
N -1.86771 -2.92809 -1.37837
N 0.09921 -4.07299 -1.73912
H -2.84975 -2.92721 -1.17029
H -1.35702 -2.05539 -1.43855
H 0.48748 -3.14908 -1.95681
H 0.67379 -4.88856 -1.78508
C -4.49356 -0.71134 -0.62530
O -5.21142 -1.69066 -0.78548
N -4.48275 -0.00866 0.57891
N -3.67342 -0.23218 -1.58380
H -4.81502 -0.60951 1.31972
H -3.57250 0.38956 0.78983
H -3.68922 -0.77513 -2.43057
H -3.01430 0.51949 -1.49500
C -1.48556 -3.46456 2.85225
O -2.09206 -4.25829 3.56604
N -2.07610 -2.42484 2.20649
N -0.13006 -3.56024 2.65750
H -3.06886 -2.30643 2.24214
H -1.54390 -1.81980 1.60122
H 0.25700 -4.42763 2.97683
H 0.36392 -2.89587 2.09396
*
```



(3)
The following is a DFT calculation (ωB97M-V/def2-TZVPD) of a molecular structure, C6H5N2O5SSm at a distorted geometry.

Gap between HOMO and LUMO (spin up / spin down), eV: 7.41 / 7.48
Energy relative to the best compared isomer or geometry (same formula, charge and spin), eV: 0.867
Electronic energy, Eh: -1772.84342
Molecular weight, g mol⁻¹: 367.54
Max |F|, eV Å⁻¹: 5.71

Structure (ORCA input):
```
! RIJCOSX wB97M-V def2-TZVPD def2/J DEFGRID3
* xyz 2 6
O 2.37015 0.56956 3.71031
C 2.14412 -0.36024 3.08089
Sm -0.68271 -0.87899 -1.01321
O -1.30775 1.64866 1.59745
C -1.09862 0.72452 0.94414
C -1.38851 1.44017 -1.66636
O -1.67083 2.54946 -1.75678
C 1.35840 -1.50409 -1.53869
O 0.78402 -1.53739 -2.62659
C 1.00109 0.95941 -0.38399
O 1.52360 1.97851 -0.20444
H 2.34321 -1.87764 -1.17296
N -2.92708 -1.39396 2.57980
C -3.18646 -1.77883 1.29750
N -4.27448 -1.23579 0.69480
S -2.03989 -2.74450 0.43311
H -3.66756 -1.02691 3.17928
H -2.10526 -1.78470 3.04065
H -4.53946 -1.60023 -0.20898
H -5.05306 -0.93370 1.27640
*
```



(4)
The following is a DFT calculation (ωB97M-V/def2-TZVPD) of a single C5H11NO molecule at a distorted geometry.

Gap between HOMO and LUMO, eV: 9.84
Energy relative to the best compared isomer or geometry (same formula, charge and spin), eV: 1.703
Electronic energy, Eh: -327.06878
Molecular weight, g mol⁻¹: 101.15
SMILES: CCCNCC=O
Max |F|, eV Å⁻¹: 1.88

Structure (ORCA input):
```
! RIJCOSX wB97M-V def2-TZVPD def2/J DEFGRID3
* xyz 0 1
C -1.67119 -0.76508 2.14257
C -1.35121 -0.54936 0.67217
C 0.03318 0.14735 0.51285
N 0.74191 -0.36080 -0.64095
C 1.71869 0.51217 -1.27994
C 1.14524 1.09132 -2.54063
O 1.46989 2.15379 -3.00173
H -2.65516 -1.23761 2.25469
H -1.77977 0.16457 2.71212
H -0.90144 -1.36391 2.63846
H -2.07332 0.16810 0.29065
H -1.25278 -1.52152 0.19186
H 0.60154 -0.09431 1.42686
H -0.04316 1.23212 0.46419
H 1.06496 -1.31030 -0.58894
H 2.56126 -0.11126 -1.57413
H 2.05461 1.35990 -0.68397
H 0.33675 0.48484 -2.99613
*
```



(5)
The following is a DFT calculation (ωB97M-V/def2-TZVPD) of a single C19H28N2O5 molecule.

Gap between HOMO and LUMO, eV: 8.57
Energy relative to the best compared isomer or geometry (same formula, charge and spin), eV: 2.820
Electronic energy, Eh: -1226.49529
Molecular weight, g mol⁻¹: 364.44
SMILES: COc1cc(C(=O)N2CCN(C(=O)CC(C)C)CC2)cc(OC)c1OC
Max |F|, eV Å⁻¹: 0.59

Structure (ORCA input):
```
! RIJCOSX wB97M-V def2-TZVPD def2/J DEFGRID3
* xyz 0 1
C -0.92597 -3.29387 0.80187
O -2.17504 -2.64225 0.72962
C -2.20722 -1.36941 0.25966
C -1.08002 -0.61496 -0.02408
C -1.22068 0.68916 -0.47474
C 0.00478 1.48294 -0.79946
O 0.49103 1.52078 -1.91264
N 0.53059 2.19576 0.23606
C 0.14229 2.02846 1.61518
C 1.09320 1.01345 2.29769
N 2.29411 0.87868 1.49629
C 2.53982 -0.31172 0.87888
O 1.92396 -1.31256 1.19687
C 3.63831 -0.31425 -0.16365
C 3.78350 -1.67713 -0.85020
C 5.10474 -1.73864 -1.61204
C 2.61084 -1.92525 -1.79480
C 2.81320 2.16159 1.08515
C 1.83294 2.80782 0.07742
C -2.47867 1.22928 -0.67597
C -3.62342 0.48001 -0.41402
O -4.89071 0.96970 -0.62391
C -5.03483 2.25458 -1.17386
C -3.49756 -0.82602 0.07924
O -4.50459 -1.69180 0.39085
C -5.81916 -1.23267 0.59864
H -0.46664 -3.38276 -0.18736
H -0.22832 -2.78402 1.47210
H -1.14035 -4.28791 1.19046
H -0.09610 -1.02800 0.11495
H 0.21286 3.00695 2.10180
H -0.88987 1.68417 1.66766
H 0.63425 0.02600 2.36107
H 1.35796 1.34851 3.30574
H 4.57837 -0.04827 0.32798
H 3.41457 0.44103 -0.91985
H 3.77843 -2.45166 -0.07662
H 5.94977 -1.59616 -0.94111
H 5.21526 -2.70482 -2.09806
H 5.13698 -0.96601 -2.37796
H 1.67727 -1.93999 -1.24069
H 2.55026 -1.14208 -2.54807
H 2.72461 -2.88268 -2.29784
H 3.80806 2.06379 0.65643
H 2.89191 2.78063 1.98504
H 1.76231 3.88748 0.24646
H 2.13902 2.63184 -0.95611
H -2.55575 2.23643 -1.05059
H -4.63506 3.02848 -0.50984
H -4.55497 2.33140 -2.15448
H -6.10844 2.40077 -1.28651
H -5.85101 -0.40263 1.30875
H -6.29764 -0.92569 -0.33383
H -6.35315 -2.08647 1.01644
*
```



(6)
The following is a DFT calculation (ωB97M-V/def2-TZVPD) of a single C4H3NO molecule at a distorted geometry.

Gap between HOMO and LUMO (spin up / spin down), eV: 8.27 / 7.16
Energy relative to the best compared isomer or geometry (same formula, charge and spin), eV: 4.879
Electronic energy, Eh: -283.99381
Molecular weight, g mol⁻¹: 81.07
Max |F|, eV Å⁻¹: 1.13

Structure (ORCA input):
```
! RIJCOSX wB97M-V def2-TZVPD def2/J DEFGRID3
* xyz 0 1
O -0.93674 1.29911 -0.60368
C -0.33035 0.26646 0.01625
C 1.07647 0.18288 -0.13922
C 2.28288 0.16356 -0.20913
C -1.09210 -0.85632 0.54651
N -1.66779 -1.61329 1.27656
H -1.64535 1.64914 -0.04136
H -1.03659 -1.23019 -0.56077
H 3.34957 0.13863 -0.28516
*
```



Q: The lowest energy relative to the best compared isomer or geometry (same formula, charge and spin) belongs to which entry?
A: C12H38BrN10O6



Q: Which value of molecular weight does entry 2 give?
A: 498.40 g mol⁻¹